Record 1
C29H30As2N2O2RuS | ωB97M-V with the def2-TZVPD basis set

```
! wB97M-V def2-TZVPD RIJCOSX def2/J DEFGRID3
* xyz 2 1
Ru 0.362 -1.528 -0.050
C -1.239 -3.578 2.715
As -0.260 -1.974 2.230
C -1.230 -0.657 3.266
C 1.486 -2.246 3.061
C 1.733 -1.911 4.388
C 3.011 -2.046 4.915
C 4.043 -2.516 4.118
C 3.797 -2.881 2.800
C 2.522 -2.750 2.267
As 2.103 -3.223 0.420
C 3.795 -3.279 -0.522
C 1.712 -5.125 0.581
H -1.426 -3.573 3.787
H -0.666 -4.463 2.455
H -2.186 -3.597 2.177
H -1.192 -0.895 4.327
H -2.265 -0.708 2.929
H -0.862 0.352 3.092
H 0.929 -1.541 5.012
H 3.202 -1.767 5.942
H 5.043 -2.602 4.522
H 4.608 -3.261 2.190
H 4.396 -4.106 -0.150
H 4.337 -2.343 -0.411
H 3.587 -3.444 -1.579
H 2.466 -5.575 1.223
H 1.745 -5.589 -0.404
H 0.725 -5.292 1.003
O 1.029 -1.351 -1.904
C 1.491 -0.345 -2.573
C 1.575 -0.488 -3.983
C 2.030 0.528 -4.775
C 2.438 1.737 -4.192
C 2.378 1.895 -2.826
C 1.914 0.879 -1.982
C 1.910 1.069 -0.549
N 1.480 0.235 0.404
C 1.668 0.841 1.621
C 2.233 2.057 1.417
N 2.376 2.184 0.063
H 1.245 -1.429 -4.401
H 2.074 0.405 -5.849
H 2.809 2.543 -4.809
H 2.703 2.841 -2.413
H 1.403 0.359 2.544
H 2.538 2.817 2.116
H 2.810 2.962 -0.404
C -5.376 5.888 -3.948
C -6.113 4.863 -3.160
O -6.854 4.016 -3.518
S -5.677 5.013 -1.304
C -4.757 3.550 -1.076
C -3.756 3.597 -0.082
C -2.913 2.534 0.096
C -3.061 1.366 -0.689
C -4.116 1.297 -1.623
C -4.954 2.367 -1.811
C -2.143 0.328 -0.536
C -1.324 -0.590 -0.398
H -5.736 5.902 -4.976
H -4.315 5.633 -3.933
H -5.485 6.873 -3.495
H -3.654 4.490 0.520
H -2.121 2.579 0.832
H -4.260 0.387 -2.191
H -5.767 2.287 -2.516
*
```

Properties
**Electronic energy**: -172712.63490 eV
**ΔE to the lowest compared entry with this formula, charge and spin**: 38.60 kcal per mole
**HOMO level (alpha / beta)**: -12.49 / -12.66 eV

Record 2
C3H9N | ωB97M-V with the def2-TZVPD basis set

```
! wB97M-V def2-TZVPD RIJCOSX def2/J DEFGRID3
* xyz 0 1
C -0.550 1.662 -0.761
C -0.250 0.167 -0.537
N 0.194 -0.072 0.773
C 0.728 -1.465 0.854
H -0.110 2.035 -1.725
H 0.109 2.190 -0.048
H -1.638 1.882 -0.806
H 0.512 -0.293 -1.169
H -1.211 -0.429 -0.684
H -0.529 0.074 1.388
H 1.296 -1.642 1.896
H 0.056 -2.326 0.734
H 1.394 -1.783 0.086
*
```

Properties
**Electronic energy**: -4745.79523 eV
**ΔE to the lowest compared entry with this formula, charge and spin**: 30.30 kcal per mole
**HOMO level**: -8.80 eV
**Structure (SMILES)**: CCNC

Record 3
C4H6ClN3 | ωB97M-V with the def2-TZVPD basis set

```
! wB97M-V def2-TZVPD RIJCOSX def2/J DEFGRID3
* xyz 0 3
C -0.351 -1.255 -0.513
C 0.408 -1.413 0.719
C -0.320 -0.200 -1.422
C 1.098 -0.384 1.230
N 0.109 1.075 -1.237
N 0.253 1.663 -0.122
N -0.886 1.511 0.729
Cl 2.527 -0.423 2.178
H -0.730 -2.255 -0.745
H 0.318 -2.337 1.112
H -0.644 -0.296 -2.467
H 0.321 1.619 -2.059
H -1.210 0.613 1.033
H -0.895 2.080 1.563
*
```

Properties
**Electronic energy**: -21231.08078 eV
**ΔE to the lowest compared entry with this formula, charge and spin**: 47.37 kcal per mole
**HOMO level (alpha / beta)**: -6.83 / -8.05 eV

Record 4
C17H37N2O9P2 | ωB97M-V with the def2-TZVPD basis set

```
! wB97M-V def2-TZVPD RIJCOSX def2/J DEFGRID3
* xyz 1 1
O 6.021 -6.468 4.402
C 5.050 -6.379 3.775
N 3.880 -6.203 3.387
C 2.912 -6.422 4.484
C 2.029 -5.179 4.964
C 0.551 -5.631 4.869
N 0.405 -6.866 4.495
C 1.767 -7.475 4.318
H 3.573 -6.722 5.349
H 2.152 -4.469 4.084
H 2.390 -4.620 5.859
H -0.269 -4.901 5.100
H -0.470 -7.380 4.344
H 1.852 -8.068 5.279
H 1.834 -8.247 3.505
O 0.775 -0.316 -0.210
P 0.189 -1.563 0.406
O -1.053 -1.796 -0.656
C -0.757 -2.111 -2.010
C -0.252 -3.535 -2.154
O -0.656 -0.821 1.606
C -0.297 0.503 2.014
C -1.038 1.552 1.213
O -0.229 -3.026 1.172
C 0.716 -4.088 1.228
C 2.152 -3.635 1.406
H -0.034 -1.400 -2.417
H -1.685 -1.997 -2.573
H 0.746 -3.638 -1.716
H -0.186 -3.818 -3.207
H -0.917 -4.236 -1.645
H 0.783 0.649 1.942
H -0.555 0.594 3.072
H -1.002 1.344 0.143
H -0.617 2.542 1.395
H -2.094 1.568 1.493
H 0.618 -4.707 0.332
H 0.432 -4.720 2.078
H 2.487 -3.023 0.561
H 2.815 -4.500 1.476
H 2.260 -3.033 2.312
O -1.234 6.301 -1.398
P -1.502 5.711 -2.764
O 0.053 5.370 -3.209
C 0.784 4.400 -2.477
C 0.299 2.993 -2.775
O -1.697 7.121 -3.591
C -1.982 8.337 -2.905
C -0.706 9.080 -2.551
O -2.054 4.949 -4.175
C -2.912 3.813 -4.072
C -3.895 3.884 -2.922
H 0.729 4.610 -1.405
H 1.829 4.494 -2.779
H -0.698 2.831 -2.355
H 0.971 2.250 -2.338
H 0.243 2.819 -3.851
H -2.594 8.147 -2.022
H -2.585 8.955 -3.575
H 0.039 8.426 -2.095
H -0.916 9.904 -1.867
H -0.247 9.489 -3.455
H -2.304 2.906 -4.003
H -3.464 3.748 -5.013
H -3.377 3.922 -1.956
H -4.541 3.004 -2.920
H -4.518 4.778 -2.999
*
```

Properties
**Electronic energy**: -58205.24899 eV
**HOMO level**: -10.86 eV

Record 5
C13H37N3O6V | ωB97M-V with the def2-TZVPD basis set

```
! wB97M-V def2-TZVPD RIJCOSX def2/J DEFGRID3
* xyz 1 1
O 0.789 0.084 0.492
V -0.479 -0.652 1.049
O 0.009 -2.027 1.626
C 2.670 3.013 1.479
O 2.605 3.588 0.192
H 3.685 2.697 1.761
H 2.341 3.685 2.279
H 2.063 2.109 1.468
H 2.919 4.495 0.218
C -1.173 -0.375 5.389
C -1.197 -0.668 3.897
C -2.584 -0.880 3.363
O -2.532 -1.285 1.998
C -3.837 -1.522 1.491
N -0.565 0.432 3.078
H -0.128 -0.237 5.680
H -1.520 -1.214 5.987
H -1.707 0.548 5.625
H -0.619 -1.576 3.733
H -3.166 0.060 3.413
H -3.143 -1.596 3.973
H -4.418 -0.592 1.454
H -4.376 -2.213 2.141
H -3.735 -1.935 0.493
H -1.041 1.267 3.416
H 0.406 0.517 3.374
C -1.813 -0.574 -3.143
C -1.302 -0.249 -1.744
C -2.259 0.682 -1.062
O -1.866 0.982 0.281
C -2.783 1.908 0.861
N -1.066 -1.454 -0.899
H -1.818 0.331 -3.752
H -2.831 -0.976 -3.148
H -1.161 -1.304 -3.620
H -0.356 0.281 -1.866
H -3.274 0.256 -1.025
H -2.314 1.598 -1.654
H -2.346 2.270 1.788
H -3.738 1.426 1.081
H -2.926 2.754 0.191
H -1.852 -2.086 -1.064
H -0.289 -2.018 -1.244
C 1.797 -0.646 -4.398
C 3.087 -0.690 -3.593
C 2.769 -0.831 -2.120
O 3.900 -0.807 -1.297
C 4.231 0.478 -0.858
N 3.970 -1.837 -3.989
H 1.040 -0.006 -3.929
H 1.377 -1.645 -4.555
H 1.959 -0.235 -5.397
H 3.642 0.229 -3.780
H 2.220 -1.770 -1.945
H 2.044 -0.050 -1.829
H 5.072 0.386 -0.176
H 3.390 0.971 -0.359
H 4.537 1.134 -1.687
H 4.350 -1.621 -4.912
H 3.344 -2.611 -4.226
*
```

Properties
**Electronic energy**: -56518.24286 eV
**ΔE to the lowest compared entry with this formula, charge and spin**: 0.00 kcal per mole
**HOMO level**: -11.20 eV

Record 6
C4H29N2O10 | ωB97M-V with the def2-TZVPD basis set

```
! wB97M-V def2-TZVPD RIJCOSX def2/J DEFGRID3
* xyz 2 2
O 0.218 -3.234 1.179
C -0.105 -2.110 1.300
C -0.033 -0.952 0.276
C 1.450 -0.793 0.291
C 1.944 0.501 0.918
N 1.868 1.516 -0.175
N -0.642 -1.451 -1.078
H -0.409 -1.700 2.312
H -0.649 -0.068 0.540
H 1.728 -0.866 -0.750
H 2.095 -1.484 0.797
H 2.949 0.372 1.384
H 1.367 0.876 1.842
H 2.440 2.260 0.016
H 0.981 1.721 -0.422
H -0.026 -1.539 -1.849
H -0.933 -2.508 -1.071
H -1.504 -0.804 -1.289
H 2.034 -0.003 -2.766
H 0.789 0.472 -3.714
O 1.117 -0.023 -3.016
H 0.765 5.394 0.299
H 1.113 4.929 -1.207
O 1.417 5.076 -0.281
H 1.207 -0.293 3.732
H 0.669 -1.754 4.268
O 0.445 -0.991 3.762
H -3.572 -0.750 2.799
H -3.390 -2.008 3.872
O -3.128 -1.652 2.932
H -1.923 2.532 0.604
H -2.160 1.158 -0.166
O -1.519 1.719 0.298
H -3.311 -3.626 -0.096
H -2.338 -3.054 1.014
O -2.782 -2.912 0.142
H 0.845 2.222 -2.674
H -0.556 2.205 -2.006
O 0.143 2.769 -2.226
H -4.425 -0.024 -1.034
H -3.868 -1.251 -0.586
O -3.533 -0.409 -0.850
H 4.336 0.610 -3.097
H 4.836 -0.077 -1.811
O 4.051 0.003 -2.411
*
```

Properties
**Electronic energy**: -28054.18968 eV
**ΔE to the lowest compared entry with this formula, charge and spin**: 89.04 kcal per mole
**HOMO level (alpha / beta)**: -15.85 / -15.83 eV

Record 7
C2H2S3 | ωB97M-V with the def2-TZVPD basis set

```
! wB97M-V def2-TZVPD RIJCOSX def2/J DEFGRID3
* xyz 0 1
C 0.439 1.201 0.564
C -0.268 -0.864 -0.533
S 0.659 2.459 1.480
S -0.655 0.816 -0.720
S 0.750 -0.853 0.979
H -1.158 -1.623 -0.296
H 0.234 -1.138 -1.475
*
```

Properties
**Electronic energy**: -34610.32486 eV
**ΔE to the lowest compared entry with this formula, charge and spin**: 17.93 kcal per mole
**HOMO level**: -8.97 eV

Record 8
C2H4N2 | ωB97M-V with the def2-TZVPD basis set

```
! wB97M-V def2-TZVPD RIJCOSX def2/J DEFGRID3
* xyz 0 1
C 1.665 0.117 -0.087
N 0.497 -0.488 0.088
N -0.520 0.630 -0.008
C -1.590 -0.046 -0.019
H 1.526 1.317 0.298
H 2.673 -0.421 -0.170
H -1.488 -1.223 0.048
H -2.763 0.115 -0.151
*
```

Properties
**Electronic energy**: -5115.06760 eV
**ΔE to the lowest compared entry with this formula, charge and spin**: 89.76 kcal per mole
**HOMO level**: -10.11 eV
**Structure (SMILES)**: C=NN=C